# 1
Entry from OMol25: a molecular structure, C40H31N2O14PSi at a distorted geometry (ωB97M-V/def2-TZVPD).

```
89
Properties=species:S:1:pos:R:3:lowdin_charge:R:1
P 1.9187 -7.3220 2.3157 0.624
Si -0.0224 -6.7302 3.2865 0.452
O -3.8985 3.7815 -7.0912 0.085
O 3.0487 -5.5086 12.8181 0.110
O 2.2039 -3.2971 3.9179 0.096
O -2.4322 2.1185 -2.0048 0.099
O 5.9924 -3.1643 7.6176 0.094
O -6.9176 8.4277 -10.2460 0.111
O 0.3274 -1.7812 0.2762 0.087
O 0.8228 2.4624 -5.0894 0.103
O -0.9977 -10.0394 3.5072 0.159
O -0.7237 10.4368 -4.1753 0.106
O -2.1892 7.1227 -8.2517 0.073
O 3.0030 -6.5269 2.9942 -0.527
O 1.8368 6.4402 -6.5205 0.092
O 0.6963 -7.3737 8.4582 0.084
N -1.3444 -7.8084 2.7434 0.044
N 1.2593 -7.4239 5.7495 -0.039
C -0.2561 2.7677 -5.5534 -0.377
C 0.7779 8.6393 -3.9475 0.022
C -0.4548 -5.0603 2.6551 -0.188
C 1.2357 -6.9478 9.4573 -0.369
C 1.9862 -7.8440 10.3696 0.024
C -4.6088 8.8707 -10.1687 0.025
C 4.2065 -2.0542 6.5654 0.013
C 3.0759 -3.2780 4.7605 -0.370
C -2.4800 0.0420 -0.8969 0.024
C 1.2515 7.3578 -5.9834 -0.379
C 1.7603 -5.0400 10.9056 0.023
C -1.4852 2.0290 -5.1750 0.016
C -0.1378 9.5220 -4.7133 -0.386
C 3.9952 -4.4272 4.9604 0.030
C 0.3377 8.2386 -6.7489 0.014
C -2.6718 2.3603 -5.6741 0.027
C -4.4997 6.6765 -8.3265 0.033
C -0.3045 -0.8863 -0.2460 -0.371
C 1.4228 7.6358 -4.5366 0.023
C -0.3073 9.2415 -6.1595 0.021
C -3.4212 8.5414 -9.6684 0.021
C 0.0869 -6.7086 5.1659 -0.314
C -5.6879 7.0066 -8.8277 0.033
C -3.2770 7.4203 -8.7093 -0.358
C -2.8122 3.4811 -6.6336 -0.364
C 3.2572 -2.0897 5.6350 0.016
C 1.1700 -5.5093 9.8095 0.025
C 2.5104 -5.9359 11.8204 -0.386
C 2.5764 -7.3756 11.4660 0.022
C 4.9446 -4.3834 5.8953 0.020
C -0.3198 1.2744 -1.4048 0.023
C 5.1262 -3.2011 6.7675 -0.395
C -0.3971 3.8895 -6.5139 0.036
C -5.8370 8.1272 -9.7876 -0.384
C -1.8009 1.2248 -1.4813 -0.391
C -0.5038 -3.9079 2.3038 0.057
C -1.1829 -8.9633 3.1015 -0.443
C -1.5858 4.2215 -7.0156 0.035
C 0.3743 0.2948 -0.8312 0.030
C -1.7857 -0.9369 -0.3229 0.026
H 0.1556 2.1443 -1.8404 0.123
H 0.5121 4.4158 -6.7775 0.105
H 0.1650 -5.6561 5.4545 0.069
H -0.9804 9.8948 -6.6998 0.121
H -6.5945 6.4780 -8.5624 0.126
H 0.8846 -8.0890 6.4136 0.035
H 0.2254 8.0174 -7.8015 0.112
H 2.0230 -8.8898 10.0924 0.122
H -3.5604 0.0249 -0.9648 0.123
H -3.5808 1.8363 -5.4078 0.124
H -4.7378 9.6855 -10.8696 0.123
H -1.7139 5.0360 -7.7144 0.093
H 1.7242 -3.9939 11.1817 0.122
H 0.8869 8.8601 -2.8933 0.122
H 1.8631 -7.1365 0.9146 -0.011
H 0.6192 -4.8728 9.1286 0.122
H 3.8558 -5.2946 4.3176 0.076
H -2.5135 9.0692 -9.9337 0.121
H 1.4546 0.3107 -0.7647 0.126
H -1.3589 1.2151 -4.4736 0.111
H 2.1731 -8.6941 2.5928 -0.013
H -2.2606 -1.8086 0.1102 0.122
H -0.8356 -7.1527 5.5500 0.082
H 4.3544 -1.1989 7.2129 0.118
H -4.3710 5.8610 -7.6280 0.093
H -0.2973 -2.8873 2.0511 0.016
H 1.7389 -8.0011 5.0663 0.022
H 2.5760 -1.2639 5.4703 0.117
H 3.1277 -8.0127 12.1456 0.122
H 5.6264 -5.2076 6.0623 0.120
H 2.0949 6.9804 -3.9971 0.122
```

Summary:
calculated total energy	-90786.50167	eV

# 2
Entry from OMol25: a molecular structure, C40H32IN2O18P2 at a distorted geometry (ωB97M-V/def2-TZVPD).

```
95
Properties=species:S:1:pos:R:3:lowdin_charge:R:1
I -1.0451 -1.8604 -4.2140 0.678
P -4.1566 -0.0525 -3.1520 0.616
P -3.8697 -1.5351 -0.7403 0.404
O -10.6439 1.2167 -2.4499 0.094
O -4.4903 -1.1955 0.6704 -0.103
O -5.5652 0.3821 -3.2720 -0.428
O -3.1428 3.3771 8.2508 0.088
O -8.4019 -3.2095 -0.5940 0.093
O 2.6645 2.3380 0.1782 0.082
O 3.8755 3.6044 -6.8712 0.108
O -2.6588 1.2223 1.1052 -0.015
O 2.1551 1.6665 5.4081 0.081
O -1.0407 -0.1803 0.6298 -0.036
O 4.6987 -2.6189 -3.6367 0.105
O 3.5927 -5.0452 4.6895 0.092
O 6.3307 1.4120 -0.6130 0.099
O 0.1984 -1.2685 -1.6498 0.017
O 7.9155 0.7561 -4.9742 0.103
O -1.5665 -0.4493 4.9508 0.110
O 3.1993 -0.9294 1.3902 0.114
O -5.0267 -2.2436 -1.6269 -0.196
N -3.6608 -0.0617 -1.5209 -0.234
N -2.6511 -2.4790 -0.5907 -0.117
C -2.7818 2.4995 7.4931 -0.393
C 1.2950 1.6622 1.9663 0.040
C 6.9440 1.8295 -6.8275 0.018
C -3.5851 2.1301 6.3028 0.016
C 4.7975 2.9515 -6.4347 -0.385
C -10.8968 -0.7663 -1.2109 0.011
C -1.9914 0.5541 0.3344 -0.776
C 5.9293 2.5437 -7.3049 0.019
C -8.7006 -0.1097 -2.2981 0.029
C 6.9204 -0.4501 -1.9248 0.002
C 5.9520 0.4893 -1.3055 -0.409
C 3.5004 -4.1010 3.9329 -0.391
C -8.1377 -1.2217 -1.8332 0.028
C 2.1121 -2.7053 2.4679 0.045
C 3.6576 2.5177 2.3054 0.023
C 4.5886 -2.2290 2.7776 0.021
C 3.2949 -1.8703 2.1440 -0.371
C 4.0984 -0.7574 -2.3227 0.038
C 3.5280 2.3475 3.6182 0.014
C 4.8415 2.5297 -5.0129 0.038
C -1.5178 1.7579 7.7242 0.015
C 2.2099 -3.7400 3.2993 0.022
C 4.5093 0.2575 -1.5640 0.015
C -1.1984 0.6315 -2.1050 -0.154
C -1.1199 0.7978 6.8946 0.020
C -2.4169 0.7221 -1.1592 -0.251
C 6.9883 1.4079 -5.4051 -0.375
C 5.0660 -1.6953 -2.9420 -0.383
C 1.1681 1.4902 3.2773 0.036
C -10.3345 -1.8774 -0.7461 0.011
C 2.5458 2.1873 1.3762 -0.379
C -10.1224 0.2058 -2.0262 -0.387
C 2.2689 1.8197 4.2067 -0.386
C -3.1896 1.1697 5.4711 0.035
C -8.9084 -2.1920 -1.0215 -0.380
C -0.5813 -0.7449 -2.3550 -0.773
C 5.8568 1.8151 -4.5356 0.036
C -1.9265 0.4265 5.7041 -0.387
C 4.6835 -3.2633 3.6076 0.014
C 6.5092 -1.4619 -2.6822 0.015
H -0.2002 0.2467 7.0432 0.120
H 4.5663 2.8991 1.8550 0.119
H -2.7299 1.7606 -1.2024 0.135
H 5.9022 1.5004 -3.5009 0.092
H 7.7787 1.5232 -7.4452 0.119
H -0.4110 1.1972 -1.6168 0.126
H 4.3241 2.5813 4.3145 0.115
H -5.0688 -3.1623 -1.3563 0.082
H -3.7589 0.8865 4.5942 0.128
H 3.8186 0.9524 -1.1034 0.096
H -2.7741 -3.3548 -1.0741 -0.017
H 5.6160 -3.5431 4.0815 0.117
H -0.9452 2.0433 8.5974 0.118
H -11.9339 -0.5182 -1.0217 0.116
H 0.2577 1.1039 3.7185 0.111
H -7.1016 -1.4641 -2.0254 0.084
H 4.0071 2.8352 -4.3938 0.128
H -8.1466 0.6065 -2.8926 0.110
H 7.1990 -2.1569 -3.1437 0.122
H 5.4378 -1.6052 2.5264 0.119
H -4.5026 2.6843 6.1519 0.119
H 7.9680 -0.2633 -1.7263 0.122
H -3.3778 0.8404 -3.9061 0.025
H 0.4915 1.4225 1.2760 0.105
H 1.3605 -4.3617 3.5507 0.122
H -3.9594 -1.7183 1.2839 0.087
H 1.1784 -2.4224 1.9932 0.135
H 5.8787 2.8601 -8.3390 0.120
H -10.8809 -2.5993 -0.1516 0.116
H -1.3650 1.1053 -3.0684 0.074
H -4.0836 -1.3468 -3.6855 -0.022
H 3.0496 -0.9444 -2.5205 0.120
```

Summary:
total charge	-1
calculated total energy	-108510.00047	eV

Which value of calculated total energy does entry 2 give?
-108510.00047 eV

Among the records above, which one has the highest calculated total energy?
C40H31N2O14PSi

Which of these has the lowest calculated total energy?
C40H32IN2O18P2